Entry from the OMol25 dataset: a 2-piece molecular cluster, C4H12N2O overall at a distorted geometry (the ωB97M-V functional and the def2-TZVPD basis).

ORCA input file:
```
! RIJCOSX wB97M-V def2-TZVPD def2/J DEFGRID3
* xyz 0 1
C 0.51 0.76 -1.25
C 0.82 0.76 0.27
C -0.44 0.83 1.08
C -0.92 -0.31 1.61
N -1.03 2.06 1.22
N -0.17 -0.51 -1.56
H -0.16 1.61 -1.40
H 1.38 0.84 -1.88
H 1.49 1.59 0.55
H 1.35 -0.17 0.45
H -1.81 -0.43 2.23
H -0.33 -1.21 1.76
H -0.55 2.86 0.87
H -1.85 2.07 1.80
H -0.94 -0.64 -0.93
H -0.35 -0.55 -2.56
H 0.56 -3.52 -1.35
H 0.90 -2.08 -0.97
O 1.12 -3.03 -0.75
*
```

Computed properties:
HOMO energy: -8.1 eV
SMILES: C=C(N)CCN.O
relative energy (zero: lowest compared OMol25 entry of this formula, charge and spin): 32.88 kcal/mol
total energy: -344.33263 Ha
orbital gap: 9.045 eV
LUMO energy: 0.033 hartree

Atomic partial charges in e from the Mulliken method, atoms 1 to 4: number 1, C, carries -0.5274; number 2, C, carries -0.8753; number 3, C, carries 0.7154; number 4, C, carries -1.1518

Entry from the OMol25 dataset: a 2-piece molecular cluster, C4H9N overall (the ωB97M-V functional and the def2-TZVPD basis).

ORCA input file:
```
! RIJCOSX wB97M-V def2-TZVPD def2/J DEFGRID3
* xyz 0 1
C 0.70 -0.54 -1.68
C 0.40 -0.49 -0.23
C 1.12 -0.19 1.02
N -0.10 0.46 0.55
C -0.99 1.35 0.90
H 1.12 -1.52 -1.93
H -0.20 -0.40 -2.28
H 1.44 0.24 -1.96
H -1.67 -1.26 0.16
H 2.02 0.44 1.04
H 0.99 -0.83 1.90
H -1.75 1.63 0.19
H -2.28 -0.94 0.43
H -0.95 1.75 1.91
*
```

Computed properties:
HOMO energy: -7.1 eV
relative energy (zero: lowest compared OMol25 entry of this formula, charge and spin): 102.72 kcal/mol
total energy: -212.38748 Ha
orbital gap: 8.186 eV
LUMO energy: 0.041 hartree

Atomic partial charges in e from the Mulliken method, atoms 1 to 4: number 1, C, carries -1.1046; number 2, C, carries 0.3338; number 3, C, carries -0.5577; number 4, N, carries -0.0358

Entry from the OMol25 dataset: a 2-piece molecular cluster, C5H8N2O overall at a distorted geometry (the ωB97M-V functional and the def2-TZVPD basis).

ORCA input file:
```
! RIJCOSX wB97M-V def2-TZVPD def2/J DEFGRID3
* xyz 0 1
C -0.56 -3.03 -0.21
C -0.58 0.06 -0.78
C -1.10 -1.90 0.47
C 0.40 2.17 -0.79
C 0.91 0.61 1.17
N 0.09 -2.75 0.85
N 0.12 0.95 -0.07
O -1.16 0.11 -1.82
H -0.55 -3.64 -1.01
H -2.11 -1.75 0.96
H 1.57 2.27 -1.07
H -0.13 2.21 -1.83
H 0.21 2.93 -0.16
H 1.78 1.10 1.11
H 0.19 1.05 1.94
H 0.92 -0.40 1.25
*
```

Computed properties:
HOMO energy (spin up / spin down): -7.6 / -7.6 eV
relative energy (zero: lowest compared OMol25 entry of this formula, charge and spin): 147.15 kcal/mol
total energy: -379.85368 Ha
orbital gap (spin up / spin down): 8.435 / 8.435 eV
LUMO energy (spin up / spin down): 0.030 / 0.030 hartree

Atomic partial charges in e from the Mulliken method, atoms 1 to 4: number 1, C, carries -0.0724; number 2, C, carries 0.5069; number 3, C, carries -0.2419; number 4, C, carries -0.9164

Entry from the OMol25 dataset: C3H6N2O in the gas phase at a distorted geometry (the ωB97M-V functional and the def2-TZVPD basis).

ORCA input file:
```
! RIJCOSX wB97M-V def2-TZVPD def2/J DEFGRID3
* xyz 0 1
N 1.64 -0.40 0.60
C 0.66 0.01 -0.30
C -1.08 -0.95 -1.02
O -1.58 0.23 -0.52
C -0.55 0.69 0.23
N -0.61 1.42 1.26
H 2.55 0.05 0.48
H 1.37 -0.37 1.58
H 1.02 0.31 -1.26
H -1.42 -1.13 -2.04
H -0.41 -1.53 -0.44
H -1.59 1.67 1.43
*
```

Computed properties:
HOMO energy (spin up / spin down): -7.5 / -7.5 eV
relative energy (zero: lowest compared OMol25 entry of this formula, charge and spin): 103.49 kcal/mol
total energy: -302.52817 Ha
orbital gap (spin up / spin down): 8.227 / 8.227 eV
LUMO energy (spin up / spin down): 0.027 / 0.027 hartree

Atomic partial charges in e from the Mulliken method, atoms 1 to 4: number 1, N, carries -0.5196; number 2, C, carries -0.2191; number 3, C, carries -0.6194; number 4, O, carries -0.3540

Entry from the OMol25 dataset: C20H23N5O in the gas phase (the ωB97M-V functional and the def2-TZVPD basis).

ORCA input file:
```
! RIJCOSX wB97M-V def2-TZVPD def2/J DEFGRID3
* xyz 0 1
C 5.71 -3.96 -4.83
H 6.65 -4.39 -5.16
H 5.00 -4.02 -5.65
H 5.88 -2.91 -4.59
C 5.19 -4.72 -3.62
N 3.93 -4.18 -3.17
C 3.72 -3.10 -2.41
C 2.34 -2.94 -2.29
C 1.82 -4.01 -3.05
N 2.79 -4.74 -3.57
H 0.80 -4.27 -3.23
C 1.65 -1.91 -1.56
C 0.32 -1.78 -1.50
C -0.42 -0.72 -0.79
O -1.54 -0.39 -1.13
N 0.25 -0.17 0.26
C -0.18 0.83 1.14
C -1.00 1.94 0.95
N -1.04 2.57 2.14
N -0.31 1.95 3.08
C 0.22 0.89 2.50
C 1.11 -0.05 3.22
H 0.72 -1.07 3.16
H 2.12 -0.04 2.80
H 1.17 0.24 4.26
C -1.77 3.76 2.48
C -3.26 3.51 2.53
C -4.15 4.43 1.99
C -5.52 4.19 2.04
C -6.00 3.04 2.63
C -5.12 2.12 3.17
C -3.75 2.36 3.12
H -3.06 1.64 3.55
H -5.49 1.22 3.63
H -7.06 2.85 2.66
H -6.20 4.91 1.61
H -3.78 5.33 1.52
H -1.42 4.06 3.47
H -1.54 4.55 1.77
C -1.70 2.46 -0.25
H -1.10 3.22 -0.75
H -1.89 1.64 -0.94
H -2.65 2.91 0.04
H 1.10 -0.63 0.56
H -0.31 -2.45 -2.06
H 2.31 -1.21 -1.05
H 4.53 -2.52 -2.00
H 5.02 -5.76 -3.87
H 5.91 -4.66 -2.79
*
```

Computed properties:
HOMO energy: -8.0 eV
SMILES: CCn1cc(/C=C/C(=O)Nc2c(C)nn(Cc3ccccc3)c2C)cn1
relative energy (zero: lowest compared OMol25 entry of this formula, charge and spin): 52.39 kcal/mol
total energy: -1124.93536 Ha
orbital gap: 8.578 eV
LUMO energy: 0.021 hartree

Atomic partial charges in e from the Mulliken method, atoms 1 to 4: number 1, C, carries -1.0440; number 2, H, carries 0.3554; number 3, H, carries 0.3218; number 4, H, carries 0.3041

Entry from the OMol25 dataset: an isolated ion of composition C10H17N2OS and charge +1 at a distorted geometry (the ωB97M-V functional and the def2-TZVPD basis).

ORCA input file:
```
! RIJCOSX wB97M-V def2-TZVPD def2/J DEFGRID3
* xyz 1 1
C -1.76 -0.98 -0.66
C 0.10 1.34 -0.22
C -1.47 1.48 -0.10
C -0.20 -0.94 -0.80
C -0.83 -1.73 1.52
C 1.00 1.20 1.04
C 0.35 -1.34 0.61
C -1.96 2.50 -1.12
C 0.23 -1.93 -1.88
C 2.65 -0.49 0.66
N -2.21 0.22 -0.30
N 1.28 -0.27 1.21
O 0.32 0.31 -1.16
S -2.18 -2.35 0.42
H 0.44 2.25 -0.74
H -1.75 1.82 0.91
H -0.58 -2.53 2.21
H -1.22 -0.87 2.07
H 0.58 1.64 1.94
H 0.98 -2.23 0.48
H -3.05 2.56 -1.10
H -1.56 3.49 -0.90
H -1.64 2.21 -2.12
H 1.31 -1.91 -2.00
H -0.22 -1.64 -2.83
H -0.10 -2.94 -1.63
H 3.33 0.22 1.13
H 3.00 -1.50 0.86
H 2.63 -0.29 -0.41
H -3.19 0.30 -0.01
H 1.33 -0.47 2.21
*
```

Computed properties:
HOMO energy (spin up / spin down): -10.0 / -10.0 eV
relative energy (zero: lowest compared OMol25 entry of this formula, charge and spin): 115.58 kcal/mol
total energy: -973.77284 Ha
orbital gap (spin up / spin down): 4.346 / 4.346 eV
LUMO energy (spin up / spin down): -0.209 / -0.209 hartree

Atomic partial charges in e from the Mulliken method, atoms 1 to 4: number 1, C, carries 0.1835; number 2, C, carries 0.2385; number 3, C, carries 0.2239; number 4, C, carries 0.8968